A molecular structure, C30H44BF2N2O10ReS3Si3, computed with ωB97M-V with the def2-TZVPD basis set.

Its expectation value of S² is 3.771. The maximum force is 1.737 eV Å⁻¹. The multiplicity is 4. The molar mass is 1008.2 u. As for the net charge: -1. Its frontier orbital gap (alpha / beta) is 8.5 / 8.4 eV. The energy above the lowest of the compared OMol25 structures with the same formula, charge and spin comes out at 58.5 kcal per mole. Its total energy is -119669.623 eV.

Positions of all 96 atoms, in Å:
Re: -0.308 0.053 -0.184
C: -2.412 2.207 2.850
Si: -3.126 1.003 1.594
C: -4.755 0.413 2.358
C: -3.739 1.997 0.107
C: -1.945 -0.415 1.192
Si: -1.212 -1.088 2.835
C: -0.420 -2.787 2.600
C: -0.034 0.107 3.673
C: -2.510 -1.368 4.188
Si: -2.895 -1.797 0.388
C: -3.744 -3.085 1.458
C: -4.212 -1.259 -0.846
C: -1.667 -2.642 -0.769
C: -1.811 -3.900 -1.327
C: -1.091 -4.236 -2.466
C: -0.292 -3.280 -3.059
C: -0.151 -2.044 -2.444
N: -0.794 -1.752 -1.302
H: -2.961 3.152 2.810
H: -1.356 2.406 2.678
H: -2.515 1.813 3.863
H: -5.375 1.302 2.518
H: -4.630 -0.078 3.322
H: -5.319 -0.255 1.706
H: -4.135 2.946 0.484
H: -4.562 1.479 -0.388
H: -2.997 2.242 -0.650
H: -0.193 -3.030 1.562
H: -1.056 -3.575 3.012
H: 0.532 -2.801 3.135
H: 0.480 0.794 3.004
H: 0.729 -0.471 4.200
H: -0.574 0.700 4.415
H: -3.361 -1.983 3.898
H: -2.882 -0.433 4.611
H: -1.980 -1.895 4.988
H: -4.535 -2.624 2.053
H: -3.071 -3.618 2.127
H: -4.221 -3.817 0.799
H: -5.089 -0.832 -0.359
H: -4.539 -2.145 -1.398
H: -3.827 -0.540 -1.568
H: -2.529 -4.589 -0.902
H: -1.205 -5.213 -2.921
H: 0.249 -3.472 -3.973
H: 0.152 -1.194 -3.038
O: 2.072 -2.023 -1.739
S: 2.516 -0.647 -1.868
O: 2.935 -0.238 -3.182
O: 1.505 0.325 -1.322
C: 3.947 -0.605 -0.811
C: 5.168 -0.578 -1.473
C: 6.353 -0.720 -0.771
C: 6.317 -0.909 0.601
C: 5.102 -0.928 1.264
C: 3.906 -0.764 0.571
S: 2.495 -0.558 1.664
O: 2.511 0.857 1.922
O: 2.757 -1.427 2.788
O: 1.243 -1.002 0.964
H: 5.165 -0.455 -2.547
H: 7.297 -0.695 -1.299
H: 7.235 -1.034 1.161
H: 5.059 -1.064 2.335
F: -2.070 0.524 -2.775
B: -1.269 1.098 -1.860
F: -1.001 2.378 -2.144
C: 3.147 1.255 5.252
C: 2.777 2.582 4.657
C: 3.498 3.082 3.572
C: 3.130 4.260 2.956
C: 2.040 4.973 3.443
C: 1.322 4.511 4.534
C: 1.696 3.314 5.132
S: 1.510 6.412 2.566
O: 0.526 7.082 3.370
O: 2.673 7.102 2.089
N: 0.736 5.836 1.244
C: -0.478 5.051 1.493
C: -0.706 4.045 0.370
C: 0.418 3.025 0.303
O: 1.541 3.368 0.011
O: 0.090 1.792 0.653
H: 4.220 1.201 5.447
H: 2.903 0.454 4.550
H: 2.617 1.074 6.187
H: 4.323 2.506 3.175
H: 3.672 4.625 2.093
H: 0.478 5.082 4.896
H: 1.127 2.937 5.974
H: 1.389 5.340 0.637
H: -1.327 5.732 1.557
H: -0.413 4.518 2.448
H: -0.741 4.562 -0.591
H: -1.658 3.550 0.533

Löwdin population analysis, charges in e, atoms 1 to 5:
1. Re 1.607
2. C -0.169
3. Si 0.414
4. C -0.173
5. C -0.167